[1]
Entry from the Open Molecules 2025 dataset: C14H13Cl3NO2Pd as an isolated structure (the ωB97M-V functional and the def2-TZVPD basis).

Properties
E_LUMO, eV: 2.81
Charge: -1
Largest force on an atom, eV Å⁻¹: 0.8
Gap between HOMO and LUMO, eV: 6.224
Highest occupied orbital energy, eV: -3.4

Geometry as XYZ:
```
34
Properties=species:S:1:pos:R:3:forces:R:3
Pd -0.9332 0.4303 0.5432 0.126 -0.817 0.134
Cl -0.9531 -4.5278 1.4846 0.016 -0.019 0.017
Cl -4.0530 -5.1045 -2.8908 -0.037 -0.033 -0.059
Cl -3.4841 -0.2445 -0.5962 -0.261 0.264 -0.150
O -1.7098 -1.6711 1.2692 -0.071 0.329 0.018
O -0.0164 2.0332 3.2288 0.108 -0.003 -0.139
N 0.6800 1.1813 -0.5129 0.016 0.468 -0.071
C -2.2260 -2.4033 0.3810 -0.014 -0.098 -0.067
C 1.9534 1.2766 -0.0836 -0.084 -0.103 0.097
C 0.9083 2.8123 2.5002 -0.002 0.057 0.039
C -1.9983 -3.8126 0.2874 0.006 0.015 -0.004
C -3.1079 -1.9350 -0.6468 0.104 -0.127 0.136
C 2.9725 1.7120 -0.9244 -0.001 -0.016 -0.005
C -3.3686 -4.0780 -1.6489 -0.003 0.049 0.016
C 2.6917 2.0454 -2.2366 0.036 0.003 0.019
C -3.6604 -2.7234 -1.6328 0.024 -0.047 0.039
C 0.4155 1.5040 -1.7892 0.143 0.053 -0.097
C 2.2404 2.1115 2.2741 0.049 -0.017 0.042
C -2.5404 -4.6271 -0.6849 0.023 0.025 0.039
C 1.3825 1.9323 -2.6790 -0.036 -0.029 -0.017
C 2.2000 0.8881 1.3480 -0.063 0.055 -0.282
H 3.1486 0.3535 1.4435 0.017 0.003 -0.147
H 1.1051 2.1677 -3.6976 0.005 0.005 0.002
H 3.9812 1.7757 -0.5354 0.004 0.001 -0.008
H 2.9300 2.8493 1.8441 0.056 -0.037 0.020
H -0.3995 1.4065 2.5795 -0.116 -0.113 -0.012
H 1.3857 0.1871 1.5677 0.059 0.128 0.421
H -0.6178 1.3988 -2.0896 -0.004 0.025 0.007
H -4.3139 -2.2874 -2.3757 -0.003 0.000 -0.001
H -2.3128 -5.6841 -0.6889 -0.003 -0.002 -0.007
H 0.4805 3.1168 1.5378 -0.015 0.001 -0.007
H 2.6539 1.8177 3.2425 -0.066 -0.022 0.025
H 3.4771 2.3792 -2.9031 0.002 0.001 0.003
H 1.0891 3.7192 3.0846 -0.017 0.001 -0.001
```
Positions in Å, forces in eV/Å.

Atom charges from the natural (NBO) analysis, given in e for atoms 1 to 8: 0.003, -0.034, -0.063, -0.018, -0.746, -0.739, -0.465, 0.337

***

[2]
Entry from the Open Molecules 2025 dataset: C41H39ClF3N2O2S4Sb2W as an isolated structure (the ωB97M-V functional and the def2-TZVPD basis).

Properties
E_LUMO, eV: 1.62
Charge: -1
Largest force on an atom, eV Å⁻¹: 0.7
Gap between HOMO and LUMO, eV: 6.030
Highest occupied orbital energy, eV: -4.4

Geometry as XYZ:
```
95
Properties=species:S:1:pos:R:3:forces:R:3
W 1.9349 0.7990 -0.2622 -0.173 0.327 -0.598
Sb -2.1758 -2.2192 -1.6574 0.108 0.091 -0.045
Sb 4.1846 -0.5203 0.7408 0.139 -0.069 -0.099
Cl -1.0210 2.0194 -4.1860 0.033 -0.019 0.011
S 4.0005 0.1152 -1.5364 -0.210 -0.198 0.272
S 4.0186 -2.7444 1.1427 0.016 0.057 0.025
S 0.6556 -0.8848 -0.0619 0.255 0.124 0.121
S 5.5583 0.8060 1.9888 0.056 -0.051 0.015
F -6.3738 -5.6354 -4.8280 0.001 0.003 0.000
F 0.6654 -6.6397 1.7245 -0.004 -0.003 0.004
F -6.0250 -0.2304 2.8730 -0.003 0.000 0.000
O 6.4901 5.7951 2.3458 0.012 0.006 0.010
O 2.4003 3.5945 6.3159 -0.003 0.001 0.011
N 3.2932 2.6555 0.1307 -0.136 -0.223 0.006
N 1.9859 1.2608 1.9308 -0.015 -0.072 0.281
C -4.0775 -2.9994 -3.9278 -0.013 0.039 -0.026
C -5.0143 -3.7241 -4.6562 0.001 -0.005 0.011
C -1.2688 -5.3748 1.3141 -0.006 0.012 0.004
C 0.7568 -2.1074 -4.1606 0.037 -0.030 -0.002
C -1.4782 3.3604 1.3208 -0.003 0.008 -0.013
C -5.4633 -4.9163 -4.1307 -0.005 -0.017 0.007
C -0.2937 0.4227 -4.0968 -0.030 0.055 -0.005
C -0.8855 2.1835 0.5439 -0.038 -0.002 0.038
C -0.3534 -1.8197 -4.9460 0.023 0.033 -0.002
C -1.2729 -3.7777 -0.5060 0.012 -0.034 0.037
C 1.9486 1.9470 4.6463 0.037 0.028 -0.045
C -5.7648 -1.2436 0.7660 0.006 0.002 0.013
C 0.0328 -5.6989 0.9895 0.015 0.008 -0.018
C -5.0154 -5.4086 -2.9204 -0.006 0.010 -0.026
C -0.8762 -0.5415 -4.9111 -0.010 -0.055 -0.007
C 1.9505 2.2656 6.1125 -0.001 0.001 0.010
C 1.2981 0.5287 2.8332 0.037 0.043 -0.033
C 1.4517 1.2415 -2.4287 -0.002 0.082 0.101
C -4.9142 -1.7120 -0.2302 -0.016 -0.012 0.014
C -3.0116 -1.0557 1.0640 0.061 0.007 -0.016
C 4.8039 4.3323 -0.6017 -0.010 -0.026 -0.079
C 3.4537 3.0667 1.3893 -0.142 -0.082 0.088
C 0.5321 2.5237 0.0468 -0.009 -0.130 0.007
C 5.0004 4.7538 0.7116 0.004 0.014 0.072
C 0.8130 0.1725 -3.2804 -0.016 0.008 -0.033
C 2.6538 2.6981 3.7348 -0.042 -0.109 0.040
C 0.7141 -5.0887 -0.0434 0.002 -0.026 0.019
C -3.6031 -3.4499 -2.6984 -0.025 -0.030 0.026
C -3.8396 -0.5834 2.0711 -0.035 -0.009 -0.006
C -3.5316 -1.6295 -0.0971 -0.074 0.007 0.008
C 1.3161 -1.1355 -3.3506 0.004 -0.004 0.011
C -1.9129 -4.4008 0.5620 -0.017 -0.036 0.004
C 0.0463 -4.1288 -0.7892 -0.002 0.007 0.002
C 3.9532 3.2818 -0.8495 0.058 0.030 0.075
C -4.0822 -4.6652 -2.2118 0.011 -0.011 0.006
C 1.2638 0.8320 4.1698 -0.043 -0.027 0.044
C 4.2970 4.1243 1.7150 0.012 0.019 -0.102
C -1.7998 1.8123 -0.6170 0.006 -0.015 -0.023
C 2.6767 2.3158 2.3967 0.128 0.163 -0.191
C 5.9877 5.8501 1.0256 -0.017 -0.001 -0.020
C -5.2058 -0.6889 1.8970 0.018 0.003 0.003
H 2.3739 1.5484 -2.9376 0.007 -0.038 -0.022
H -2.4925 3.1402 1.6668 0.000 -0.007 -0.004
H 0.6985 0.1918 4.8353 0.004 0.004 0.000
H 2.6003 3.7116 7.2480 0.003 -0.001 -0.008
H 0.9398 2.1272 6.5128 0.002 0.007 -0.004
H 5.3368 4.7916 -1.4245 0.008 0.002 0.012
H -5.3917 -6.3539 -2.5525 -0.001 -0.002 0.000
H 6.9000 4.9318 2.4757 -0.003 -0.005 -0.004
H -0.8028 -2.5749 -5.5786 0.004 -0.010 0.003
H 6.7987 5.8190 0.2899 -0.001 -0.001 0.003
H -1.5257 4.2499 0.6853 0.004 0.002 0.000
H -1.3844 0.9891 -1.2019 0.005 -0.031 -0.007
H 0.5844 -3.6161 -1.5781 0.015 -0.010 -0.018
H -5.3889 -3.3815 -5.6114 0.002 0.005 -0.001
H 0.4336 3.0864 -0.8850 0.032 0.076 0.030
H 1.7503 -5.3356 -0.2286 0.010 0.020 -0.006
H -5.3492 -2.1536 -1.1195 0.001 0.003 -0.006
H 3.8075 2.8913 -1.8462 0.003 0.003 0.003
H 0.7945 2.1049 -2.4586 0.015 0.020 -0.026
H -2.7942 1.5192 -0.2716 -0.005 -0.005 0.016
H -3.7115 -2.0631 -4.3365 0.008 0.001 0.006
H -1.9122 2.6662 -1.2913 -0.004 -0.006 0.010
H -3.7196 -5.0486 -1.2654 -0.006 -0.005 -0.018
H 5.4997 6.8223 0.9300 0.005 0.001 0.006
H 4.4553 4.4141 2.7415 -0.011 0.009 0.009
H -0.8642 3.6041 2.1917 0.002 0.001 0.005
H -3.4427 -0.1335 2.9716 -0.001 0.000 0.003
H 2.6108 1.5503 6.6165 -0.007 -0.004 0.001
H -1.9370 -0.9661 1.1879 -0.005 -0.002 -0.003
H 0.9906 3.2109 0.7620 -0.073 0.013 0.042
H -1.7309 -0.2718 -5.5176 -0.005 0.010 0.007
H 2.1789 -1.3781 -2.7427 -0.016 0.004 -0.008
H -0.8438 1.3299 1.2332 0.030 0.047 -0.026
H 3.2001 3.5644 4.0690 0.004 0.010 -0.006
H -6.8410 -1.3047 0.6734 -0.001 -0.002 -0.004
H 1.1977 -3.0972 -4.1819 -0.016 -0.005 0.008
H -2.9252 -4.1197 0.8304 -0.002 0.016 0.007
H -1.7525 -5.8655 2.1482 -0.003 -0.003 0.001
H 0.7817 -0.3344 2.4430 0.009 -0.008 -0.006
```
Positions in Å, forces in eV/Å.

Atom charges from the Löwdin analysis, given in e for atoms 1 to 8: 0.786, 1.518, 0.050, 0.666, 0.058, -0.277, 0.308, -0.154

***

[3]
Entry from the Open Molecules 2025 dataset: a 11-piece molecular cluster, C28H56Cl10N4O10 overall at a distorted geometry (the ωB97M-V functional and the def2-TZVPD basis).

Properties
E_LUMO (alpha / beta), eV: -2.37 / -8.32
Charge: +1
Largest force on an atom, eV Å⁻¹: 6.0
Multiplicity: 2
Gap between HOMO and LUMO (alpha / beta), eV: 8.342 / 2.395
Highest occupied orbital energy (alpha / beta), eV: -10.7 / -10.7

Geometry as XYZ:
```
108
Properties=species:S:1:pos:R:3:forces:R:3
Cl -0.5908 3.1540 -4.9583 0.013 -0.169 0.434
Cl 1.2448 6.6471 -1.6238 -0.212 0.221 -0.139
Cl 2.4133 -1.8908 -2.1849 -0.351 0.760 0.804
Cl 3.3125 6.2181 0.7806 -0.247 -1.411 -0.332
Cl -2.3998 -3.6514 5.4619 -0.209 -0.203 0.150
Cl -1.9134 0.1690 -1.1638 -0.527 0.524 0.086
Cl 2.9074 -0.7161 -5.2954 0.030 0.664 -0.479
Cl 0.6957 1.9056 0.1034 0.512 1.247 -0.456
Cl -1.3791 -0.9481 3.6820 0.044 -0.374 -0.202
Cl 2.5136 2.5905 -3.9230 0.053 -0.453 0.323
O 4.8320 1.8001 0.1485 0.089 -0.283 -0.854
O -8.2007 0.6744 -3.9232 -1.325 0.026 -0.475
O -0.5488 -4.9251 -4.8241 0.318 -0.009 -0.630
O -3.0395 3.4413 1.7904 0.512 -0.452 -0.123
O 3.4450 0.9734 1.6072 -3.214 -0.081 3.704
O 1.9516 -2.1820 1.1097 0.148 -1.041 1.784
O 3.5763 -2.8918 2.4796 2.017 1.440 -1.977
O 4.2686 -0.3686 -0.0744 -2.126 1.306 2.804
O 1.5894 -3.2787 3.0706 -2.516 -0.456 1.000
O 0.4828 1.4936 5.3346 -2.864 1.131 1.875
N -5.0665 2.7596 1.1004 -0.396 0.854 -0.292
N -6.8245 -0.0037 -2.3724 2.018 -1.683 2.373
N 1.5201 2.4188 3.6495 -0.768 5.011 -2.387
N 0.4091 -6.2769 -3.2803 0.643 -1.388 0.416
C -3.6982 1.1500 2.1725 1.175 -0.417 0.405
C -7.3397 0.9415 -3.1175 -0.046 1.003 -1.861
C -5.5334 0.0678 -1.6866 0.030 0.479 0.376
C 2.6423 5.5823 -1.7770 0.341 -1.161 0.881
C -0.3861 -4.1127 -2.5796 -0.307 0.672 0.319
C -1.5873 -2.2019 6.1048 0.217 -0.621 -0.220
C -0.5690 -0.4536 -0.1941 -0.330 -1.184 -0.275
C 3.7364 -3.6197 3.6433 1.223 -0.593 0.377
C -2.0490 -0.9956 5.3477 0.404 1.101 -0.030
C 5.0591 -0.1206 -1.1535 1.587 0.405 -2.349
C 2.3084 0.3229 4.5024 -0.357 -0.846 0.382
C 0.0343 0.4745 0.8231 0.037 -0.901 0.558
C -3.8620 2.5447 1.6597 -0.467 -0.013 0.066
C -5.4728 4.0534 0.5792 -0.337 0.120 -0.397
C 0.5709 -7.4919 -4.0856 0.769 0.663 -0.735
C 1.3549 1.4761 4.5288 2.791 -4.377 1.007
C -0.1434 2.5094 -3.3379 0.327 -0.482 -0.156
C -0.1414 -5.1196 -3.7024 -1.152 0.424 0.984
C 4.0376 0.8241 0.6333 4.351 -1.307 -3.870
C 5.4057 1.3630 -1.1055 -0.186 0.446 -0.457
C 0.6636 3.5824 3.5494 -0.265 -0.579 0.414
C 3.9828 -1.8580 -4.4994 -0.865 -0.617 0.504
C 2.3685 -3.6000 4.2317 -0.395 -0.418 -0.020
C 3.0550 -2.7195 -3.5613 1.872 -0.713 -1.372
C -6.7794 2.3289 -3.0790 -0.313 0.586 -0.179
C 2.3210 -2.7482 2.1257 -0.116 1.293 -1.941
C 1.0928 1.5983 -3.4453 -0.921 0.567 -0.380
C 2.8922 4.8523 -0.4229 -0.029 1.632 -0.531
H -6.4274 4.2822 1.0529 -0.031 0.333 -0.297
H -0.0896 3.2180 2.8509 -0.567 0.255 -0.804
H -3.0140 0.4981 1.6292 -0.228 0.302 -0.940
H -1.7614 -2.1288 7.1783 -0.266 0.080 -0.135
H 2.3685 -0.1270 3.5114 0.437 0.177 -0.004
H 1.9798 4.3385 -0.1205 0.082 0.292 0.294
H 4.8101 -1.3332 -4.0217 -0.421 0.111 0.475
H -0.6222 0.7928 1.6329 -0.460 -0.112 -0.368
H 0.7175 -8.3760 -3.4651 -0.833 0.118 0.143
H -0.9639 1.9001 -2.9589 -0.042 0.156 -0.191
H 2.2150 -3.1473 -4.1085 0.196 0.163 -0.213
H -7.2479 -0.9176 -2.4476 0.032 0.175 -0.245
H -5.5824 3.9611 -0.5014 -0.331 0.121 -0.044
H 2.1514 2.3516 2.8640 0.850 -0.736 -0.419
H 5.9902 -0.6874 -1.1518 -0.105 -0.356 0.486
H 3.5268 6.1490 -2.0677 -0.209 0.023 -0.019
H 3.2710 0.5484 4.9614 0.178 0.340 -0.528
H 4.9484 1.9483 -1.9033 -0.183 -0.088 0.014
H 0.6199 -6.4140 -2.3021 -0.132 0.455 -0.211
H -1.4345 -3.9918 -2.3069 -0.376 -1.010 -0.149
H 0.9147 0.8603 -4.2274 0.169 0.169 -0.025
H -4.6675 0.3053 -2.3046 -0.125 -0.574 -0.718
H 0.0912 -0.8471 -0.9671 0.632 0.384 0.446
H 4.4903 -2.4202 -5.2834 -0.481 -0.504 0.101
H 4.5561 -0.3820 -2.0845 -0.214 0.099 0.165
H -3.1310 -0.8786 5.2882 0.125 -0.281 -0.025
H -0.5314 -2.4246 5.9515 0.019 0.431 0.031
H -5.8730 2.4929 -2.4964 -0.167 0.030 -0.066
H -0.1868 -7.5415 -4.8676 -0.337 -0.312 0.479
H -0.0134 3.3659 -2.6764 0.169 -0.098 -0.065
H -7.6012 2.9707 -2.7613 0.122 0.102 0.457
H 0.0732 3.7726 4.4457 0.441 -0.109 0.205
H -0.9587 -1.3521 0.2842 0.053 0.133 0.353
H -3.0730 1.2441 3.0603 -0.782 -0.066 0.684
H 0.8563 -0.0555 1.3043 0.095 -0.178 -0.180
H 4.0388 -4.6244 3.3477 0.181 -0.093 0.298
H -0.2653 -3.0698 -2.8728 0.950 -0.118 -0.380
H 1.8632 -0.3965 5.1897 -0.062 -0.116 -0.150
H -4.7834 4.8850 0.7253 0.201 -0.488 0.482
H 4.5197 -3.1202 4.2133 -0.098 -0.315 0.229
H 0.1454 -4.3249 -1.6519 0.209 0.106 -0.115
H 1.5037 -7.4816 -4.6495 0.242 0.419 -0.101
H 6.4818 1.5160 -1.1881 -0.085 0.245 0.663
H -5.8663 2.1619 1.2529 0.620 -0.402 0.046
H -6.6619 2.6409 -4.1168 0.410 -0.153 0.021
H 2.2370 -2.8237 4.9855 -0.208 -0.150 0.055
H -5.4555 0.9003 -0.9872 -0.578 -0.080 0.443
H 3.6599 -3.5357 -3.1664 -0.056 -0.097 -0.017
H 1.1613 4.4604 3.1376 0.171 -0.271 -0.104
H 3.7199 4.1432 -0.4413 0.055 0.274 -0.057
H -5.3508 -0.8577 -1.1407 -0.026 0.083 -0.138
H -4.6364 0.6024 2.2627 0.133 0.122 0.446
H 2.0972 -4.6000 4.5700 -0.343 0.359 0.257
H 1.2653 1.0433 -2.5232 0.269 0.362 0.041
H 2.3874 4.8349 -2.5284 0.177 0.116 -0.027
H -1.6251 -0.0718 5.7415 -0.155 -0.173 0.510
```
Positions in Å, forces in eV/Å.

Atom charges from the Löwdin analysis, given in e for atoms 1 to 8: 0.547, 0.559, 0.679, 0.462, 0.564, 0.634, 0.608, 0.695